(1)
{
  "formula": "C3H11N2",
  "method": "ωB97M-V/def2-TZVPD",
  "spin_multiplicity": 1,
  "fmax_ev_per_a": 1.32,
  "charge": 1,
  "orbital_gap_ev": 11.578,
  "lumo_ev": -3.04,
  "species": ["C", "N", "H", "H", "H", "H", "C", "N", "C", "H", "H", "H", "H", "H", "H", "H"],
  "xyz": [[-0.275240, 2.562135, -1.181340], [0.805344, 2.013271, -0.808784], [-0.244332, 3.488704, -1.755020], [-1.244320, 2.135567, -0.951913], [0.371151, 0.211555, 0.050916], [1.586087, 2.426681, -1.315296], [0.576121, -1.191914, 1.663243], [0.311364, -0.799661, 0.242422], [-0.985388, -1.360918, -0.293353], [-0.196112, -0.726411, 2.276719], [0.368501, -2.259912, 1.710484], [1.577054, -0.918379, 1.978528], [1.087597, -1.192742, -0.290453], [-1.729769, -1.282230, 0.489944], [-0.764194, -2.357355, -0.664600], [-1.243862, -0.748386, -1.151495]],
  "forces_ev_per_a": [[0.56, 0.52, -0.22], [-0.62, -1.05, -0.51], [-0.33, -0.14, -0.22], [-0.11, 0.11, 0.42], [0.23, 0.49, 0.19], [0.26, 0.30, 0.65], [-1.14, 0.02, -0.04], [0.34, -0.58, -0.03], [0.96, 0.56, -0.37], [0.30, 0.21, 0.06], [0.47, -0.06, 0.11], [-0.02, -0.03, -0.08], [-0.12, 0.10, -0.27], [-0.12, -0.28, -0.08], [-0.41, -0.19, 0.38], [-0.25, 0.03, 0.00]],
  "mulliken_charge": [-0.24, -0.51, 0.26, 0.21, 0.36, 0.23, -0.84, -0.12, -0.83, 0.35, 0.39, 0.34, 0.36, 0.35, 0.35, 0.34]
}


(2)
{
  "formula": "C3H11N2",
  "method": "ωB97M-V/def2-TZVPD",
  "spin_multiplicity": 1,
  "fmax_ev_per_a": 0.80,
  "charge": 1,
  "orbital_gap_ev": 12.078,
  "lumo_ev": -2.93,
  "species": ["C", "N", "C", "H", "H", "H", "H", "H", "H", "H", "H", "C", "N", "H", "H", "H"],
  "xyz": [[-1.109089, -0.607123, 1.578626], [0.164186, -0.476426, 0.819349], [0.868836, 0.822167, 1.024419], [-1.332311, -1.667269, 1.648475], [-1.032905, -0.131284, 2.553274], [-1.906929, -0.088994, 1.050467], [-0.048980, -0.608448, -0.217230], [0.813563, -1.223869, 1.059694], [0.147407, 1.610904, 0.829536], [1.705524, 0.883803, 0.332660], [1.256498, 0.860756, 2.038405], [0.215825, 0.504186, -2.546040], [-0.092462, -0.574948, -1.953002], [0.180233, 1.439278, -1.988213], [0.458630, 0.573371, -3.604701], [-0.288028, -1.316110, -2.625724]],
  "forces_ev_per_a": [[-0.10, 0.04, 0.04], [0.10, 0.07, -0.15], [-0.09, -0.19, -0.19], [-0.19, 0.06, 0.18], [0.24, -0.27, 0.10], [0.11, -0.09, -0.23], [0.16, 0.13, 0.01], [-0.14, -0.08, 0.14], [0.13, 0.14, 0.11], [-0.06, 0.02, -0.06], [-0.17, 0.12, 0.06], [-0.28, 0.03, 0.09], [-0.62, 0.40, -0.30], [0.54, -0.05, 0.07], [-0.26, -0.04, -0.06], [0.63, -0.29, 0.18]],
  "mulliken_charge": [-0.82, -0.09, -0.98, 0.36, 0.36, 0.32, 0.39, 0.38, 0.40, 0.36, 0.39, -0.27, -0.49, 0.23, 0.28, 0.20]
}


(3)
{
  "formula": "C3H11N2",
  "method": "ωB97M-V/def2-TZVPD",
  "spin_multiplicity": 2,
  "fmax_ev_per_a": 2.50,
  "charge": 2,
  "orbital_gap_ev": [12.076, 8.008],
  "lumo_ev": [-9.29, -13.35],
  "species": ["C", "N", "H", "H", "H", "H", "H", "H", "C", "C", "N", "H", "H", "H", "H", "H"],
  "xyz": [[2.022281, -0.618113, -1.328689], [1.243577, 0.569295, -1.105350], [1.432652, -1.496493, -1.017116], [2.320019, -0.690909, -2.385224], [2.893060, -0.546978, -0.681875], [1.785596, 1.348944, -0.711107], [-0.367524, 0.873098, 0.130806], [0.571568, 0.988008, -1.757492], [-1.760144, -0.782333, 0.369668], [-1.047600, 0.936851, 1.960878], [-0.882397, 0.330733, 0.841359], [-1.405656, -1.673103, 0.898442], [-1.619053, -0.968762, -0.686890], [-2.783996, -0.626260, 0.685705], [-0.840960, 1.998719, 2.060720], [-1.561424, 0.357306, 2.726172]],
  "forces_ev_per_a": [[-0.27, 0.30, 1.19], [1.81, 1.16, -1.29], [0.01, -0.16, -0.53], [-0.34, -0.12, -0.25], [0.09, -0.14, -0.11], [-0.13, -0.17, 0.54], [-0.84, -0.41, 0.53], [-0.38, -0.84, -0.29], [1.20, -1.34, 1.15], [-0.74, -0.74, -0.32], [-0.60, 1.66, -0.50], [-0.14, -0.10, -0.15], [-0.19, 0.34, -0.15], [-0.11, 0.37, -0.33], [0.78, -0.23, 0.35], [-0.14, 0.42, 0.15]],
  "mulliken_charge": [-0.60, -0.23, 0.31, 0.36, 0.33, 0.37, 0.25, 0.40, -0.88, -0.13, 0.10, 0.41, 0.31, 0.38, 0.28, 0.34]
}


(4)
{
  "formula": "C3H11N2O",
  "method": "ωB97M-V/def2-TZVPD",
  "spin_multiplicity": 2,
  "fmax_ev_per_a": 3.21,
  "orbital_gap_ev": [2.410, 11.113],
  "lumo_ev": [0.22, 0.56],
  "species": ["N", "C", "C", "O", "C", "N", "H", "H", "H", "H", "H", "H", "H", "H", "H", "H", "H"],
  "xyz": [[-1.300756, -0.416051, 0.697847], [0.025835, -0.272042, -0.018941], [1.008397, 0.149879, 1.016789], [1.762836, -1.127958, 1.410023], [-0.126522, 0.832055, -1.146443], [-1.244985, 0.723969, -2.070139], [-1.803086, 0.426385, 1.131350], [-1.841445, -0.723165, -0.184730], [-1.189643, -1.195629, 1.421657], [0.352535, -1.295416, -0.535668], [1.815477, 0.795527, 0.634548], [0.404789, 0.653196, 1.827808], [2.303571, -1.052481, 2.193935], [0.839979, 0.843900, -1.688875], [-0.194828, 1.846778, -0.678643], [-0.776727, 0.611333, -2.971334], [-1.639384, 1.698457, -1.932619]],
  "forces_ev_per_a": [[-0.07, -1.45, -2.86], [-0.28, 0.48, -1.38], [2.22, -1.36, 1.20], [-1.94, 1.36, -0.96], [1.38, 0.03, 1.53], [0.11, 1.28, 0.78], [0.93, -0.36, -0.44], [-0.25, 0.18, 1.91], [-0.43, 0.39, -0.56], [-0.99, 1.45, 1.26], [-0.66, 0.13, 0.08], [1.09, -0.37, -0.31], [0.05, 0.57, 0.44], [-0.33, -0.14, 0.38], [0.24, -0.69, 0.33], [-1.07, 0.30, -0.03], [-0.01, -1.81, -1.36]],
  "mulliken_charge": [-0.18, -0.80, -0.39, -0.26, -1.05, -0.61, 0.24, 0.43, 0.50, -0.36, 0.29, 0.24, 0.25, 0.46, 0.61, 0.29, 0.34]
}


(5)
{
  "formula": "C3H11N2O",
  "method": "ωB97M-V/def2-TZVPD",
  "spin_multiplicity": 1,
  "fmax_ev_per_a": 1.38,
  "charge": 1,
  "orbital_gap_ev": 11.081,
  "lumo_ev": -3.10,
  "species": ["C", "C", "O", "N", "H", "H", "H", "H", "H", "C", "N", "H", "H", "H", "H", "H", "H"],
  "xyz": [[2.101938, 0.937914, 1.062027], [1.332258, 0.799914, -0.222502], [0.250992, 0.209931, -0.268827], [1.901531, 1.305113, -1.320214], [1.504069, 1.463796, 1.800803], [3.008946, 1.537318, 1.037005], [1.420899, 1.186604, -2.196472], [2.764184, 1.815076, -1.292431], [2.307643, -0.085038, 1.377982], [-2.252480, -1.431625, -0.666055], [-1.968079, -0.850527, 0.652907], [-1.381908, -1.475013, 1.209738], [-1.387124, -0.007425, 0.545406], [-2.805830, -0.704579, 1.212150], [-1.299931, -1.479489, -1.166939], [-2.870049, -0.781545, -1.221460], [-2.627055, -2.440429, -0.543118]],
  "forces_ev_per_a": [[-0.13, 0.17, 0.19], [0.65, 0.48, 0.02], [-0.33, -0.04, 0.09], [-0.33, -0.13, -0.07], [-0.42, -0.33, 0.14], [0.21, -0.29, -0.50], [0.06, 0.10, -0.11], [0.09, -0.01, 0.01], [0.12, 0.17, 0.31], [1.04, -0.91, 0.00], [0.00, -0.15, 1.01], [0.07, -0.07, -0.16], [0.12, 0.18, -0.08], [-0.10, 0.32, -0.10], [0.28, -0.08, -0.23], [-0.96, 0.52, -0.45], [-0.38, 0.07, -0.08]],
  "mulliken_charge": [-0.93, 0.62, -0.70, -0.36, 0.28, 0.35, 0.23, 0.22, 0.25, -0.77, -0.25, 0.36, 0.36, 0.35, 0.30, 0.35, 0.35]
}


(6)
{
  "formula": "C3H11N2O",
  "method": "ωB97M-V/def2-TZVPD",
  "spin_multiplicity": 1,
  "fmax_ev_per_a": 3.78,
  "charge": 1,
  "orbital_gap_ev": 11.120,
  "lumo_ev": -3.88,
  "species": ["C", "C", "N", "C", "N", "H", "H", "H", "H", "H", "H", "H", "H", "H", "H", "H", "O"],
  "xyz": [[-0.830269, -2.023199, -1.036370], [-1.076323, -0.418922, -0.763391], [-0.786443, 0.118116, 0.558796], [-0.271992, 1.290802, 0.958758], [0.160003, 1.743139, 2.187726], [0.139836, -2.312482, -0.683893], [-0.845356, -1.954355, -2.159751], [-1.572790, -2.728269, -0.754438], [-2.113040, -0.208448, -0.970542], [-0.575046, 0.140475, -1.549301], [-0.754168, -0.714294, 1.188459], [-0.102385, 1.979048, 0.197971], [-0.046107, 1.155000, 2.963312], [1.050307, 2.199956, 2.214175], [2.675563, 1.333269, -1.037981], [2.600734, -0.235655, -0.842411], [2.347482, 0.635819, -0.471123]],
  "forces_ev_per_a": [[0.30, 3.49, -1.41], [-0.78, -1.01, -1.48], [1.48, -0.26, 3.00], [0.52, -1.95, 0.69], [-1.78, -1.99, -2.14], [0.54, -0.23, 0.03], [0.28, -0.63, 1.04], [-0.84, -0.12, 0.68], [-0.58, -0.16, 0.06], [0.58, 0.03, 0.29], [-0.16, 1.49, 0.10], [0.22, 1.05, -1.46], [0.11, -0.41, 0.73], [0.17, 0.62, -0.16], [0.34, -0.13, -0.37], [0.01, 1.06, 0.12], [-0.43, -0.87, 0.27]],
  "mulliken_charge": [-1.09, -0.53, -0.16, 0.08, -0.36, 0.37, 0.30, 0.37, 0.40, 0.35, 0.28, 0.44, 0.24, 0.28, 0.33, 0.32, -0.63]
}


(7)
{
  "formula": "C3H11N2O",
  "method": "ωB97M-V/def2-TZVPD",
  "spin_multiplicity": 1,
  "fmax_ev_per_a": 2.22,
  "charge": 1,
  "orbital_gap_ev": 11.293,
  "lumo_ev": -3.68,
  "species": ["C", "C", "N", "C", "N", "H", "H", "H", "H", "H", "H", "H", "H", "H", "H", "H", "O"],
  "xyz": [[1.850468, 1.001461, 1.425927], [0.997057, -0.154098, 0.882595], [-0.277777, 0.444789, 0.404051], [-1.296838, -0.341871, 0.298486], [-2.410907, -0.001100, -0.333699], [2.919252, 0.879461, 1.229558], [1.595938, 1.974531, 1.038505], [1.858978, 1.036664, 2.513103], [1.407145, -0.848579, 0.160719], [0.782738, -0.720714, 1.788262], [-0.281098, 1.339623, -0.062482], [-1.244989, -1.309328, 0.779420], [-2.786962, 0.908799, -0.549292], [-2.874921, -0.743192, -0.835937], [1.261325, -0.122621, -2.419873], [1.151827, -1.655534, -2.542558], [0.737823, -0.881529, -2.146493]],
  "forces_ev_per_a": [[1.54, -0.50, 0.00], [-0.06, 1.32, 1.79], [0.39, -1.39, 0.49], [-0.44, 1.22, -0.67], [-0.76, -0.92, -0.25], [-0.13, -0.17, -0.41], [-0.27, 0.29, -0.18], [-0.59, 0.12, 0.03], [0.16, 0.49, -0.44], [-0.42, -0.33, -0.27], [0.14, 0.05, -0.04], [0.12, -0.28, -0.44], [0.75, 0.31, -0.02], [-0.41, -0.15, 0.50], [0.12, -0.11, -0.22], [0.04, 0.10, -0.12], [-0.18, -0.02, 0.24]],
  "mulliken_charge": [-1.18, -0.28, -0.18, 0.21, -0.37, 0.34, 0.34, 0.31, 0.41, 0.30, 0.26, 0.36, 0.24, 0.25, 0.32, 0.32, -0.64]
}


(8)
{
  "formula": "C3H11N2O",
  "method": "ωB97M-V/def2-TZVPD",
  "spin_multiplicity": 2,
  "fmax_ev_per_a": 1.76,
  "charge": 2,
  "orbital_gap_ev": [9.235, 2.077],
  "lumo_ev": [-7.86, -15.02],
  "species": ["C", "C", "N", "C", "N", "H", "H", "H", "H", "H", "H", "H", "H", "H", "H", "H", "O"],
  "xyz": [[-1.561745, 1.223132, -2.264074], [-1.219397, -0.029374, -1.487260], [2.200771, -1.275140, -0.981629], [0.962120, -0.788300, -0.782667], [0.148239, -0.474035, -1.747803], [-0.764600, 1.959412, -2.108332], [-1.462847, 1.030426, -3.338745], [-2.588691, 1.467413, -2.010707], [-1.347971, 0.087514, -0.411048], [-1.917378, -0.824471, -1.766721], [2.412142, -2.128041, -1.483826], [2.973913, -0.677645, -0.727170], [0.744521, -0.381725, 0.207132], [0.528829, -0.169294, -2.629314], [0.610610, -0.352121, 7.551504], [0.312438, 1.139724, 7.006452], [-0.030954, 0.192522, 6.974208]],
  "forces_ev_per_a": [[1.16, -0.55, -0.49], [-0.79, -0.38, -0.04], [-0.04, -0.07, -0.15], [0.89, 1.41, -0.56], [-0.40, 0.00, 1.13], [-0.77, 0.48, 0.51], [-0.51, -0.18, 0.05], [0.19, 0.68, -0.12], [0.19, 0.14, 0.08], [0.25, -0.09, -0.05], [-0.22, 0.47, -0.56], [0.17, -0.48, 0.66], [-0.42, -0.46, 0.04], [0.28, -0.98, -0.68], [-0.47, 0.07, -0.26], [-0.22, 0.03, -0.07], [0.68, -0.08, 0.51]],
  "mulliken_charge": [-1.21, -0.31, -0.38, 0.17, -0.13, 0.36, 0.37, 0.35, 0.35, 0.29, 0.27, 0.25, 0.32, 0.29, 0.51, 0.50, -0.02]
}